[1]
Here is C21H24N2O4S in the gas phase from OMol25. Energies are from ωB97M-V with the def2-TZVPD basis set.

Values from the calculation:
Energy above the lowest of the compared OMol25 structures with the same formula, charge and spin (kcal per mole): 29.99
Orbital gap (eV): 8.56
F_max (eV/A): 1.0

Each line ends with the natural charge from an NBO analysis.
Positions of all 52 atoms, in Å:
C -1.90722 3.83172 -2.37611  -0.252
O -1.16924 3.66811 -1.18878  -0.492
C -0.01885 2.93982 -1.23492  0.285
C 0.51577 2.35741 -2.37988  -0.298
C 1.68095 1.61586 -2.30529  -0.177
C 2.32602 1.43048 -1.08936  0.097
N 3.44839 0.60077 -1.03305  -0.839
S 3.35620 -0.90216 -1.79999  2.306
O 3.70830 -0.76234 -3.17781  -0.924
O 4.13593 -1.78042 -0.97790  -0.937
C 1.60855 -1.28874 -1.68479  -0.310
C 0.88442 -1.53821 -2.83195  -0.206
C -0.48589 -1.71921 -2.72468  -0.191
C -1.11794 -1.62059 -1.49880  -0.237
C -0.37685 -1.36350 -0.34473  0.244
N -0.95356 -1.22146 0.91246  -0.626
C -2.28149 -1.14711 1.24662  0.706
O -3.18659 -1.27709 0.45533  -0.596
C -2.49866 -0.88669 2.72107  -0.142
C -3.96301 -0.56978 3.06438  -0.388
C -3.86704 0.10636 4.44464  -0.409
C -2.36283 0.09069 4.73496  -0.216
C -1.93913 -1.35439 5.02166  -0.407
C -2.04427 -2.03620 3.64191  -0.398
C -1.77234 0.31652 3.34376  -0.402
C 1.00663 -1.21844 -0.44789  -0.251
C 1.80548 2.03427 0.05250  -0.239
C 0.65201 2.78516 -0.02166  -0.230
H -1.33355 4.37286 -3.13520  0.175
H -2.23242 2.86833 -2.78151  0.178
H -2.78105 4.41957 -2.09968  0.201
H 0.03531 2.47205 -3.33791  0.223
H 2.10177 1.16552 -3.18965  0.230
H 3.87461 0.51754 -0.12244  0.412
H 1.39967 -1.57596 -3.77751  0.243
H -1.07199 -1.92346 -3.60737  0.222
H -2.18677 -1.73129 -1.42139  0.260
H -0.29240 -1.06031 1.65926  0.397
H -4.57134 -1.47204 3.07774  0.215
H -4.38302 0.09884 2.31368  0.225
H -4.42956 -0.42861 5.20840  0.208
H -4.23986 1.12998 4.40845  0.210
H -2.05656 0.79616 5.50604  0.218
H -2.58442 -1.82322 5.76265  0.211
H -0.91646 -1.38819 5.39911  0.208
H -2.76713 -2.85042 3.63510  0.219
H -1.08308 -2.44600 3.32724  0.204
H -2.07014 1.26298 2.89656  0.220
H -0.68554 0.23732 3.33411  0.197
H 1.61162 -1.03795 0.42833  0.219
H 2.31181 1.91517 1.00007  0.210
H 0.24011 3.25674 0.85644  0.225

Atoms 1-3, force components in eV/Å:
-0.108 0.021 -0.159
0.206 -0.032 0.241
0.096 -0.089 0.055

---

[2]
Here is C21H24N2O5S in the gas phase from OMol25. Energies are from ωB97M-V with the def2-TZVPD basis set.

Values from the calculation:
Energy above the lowest of the compared OMol25 structures with the same formula, charge and spin (kcal per mole): 12.09
Orbital gap (eV): 9.03
F_max (eV/A): 1.0

Each line ends with the natural charge from an NBO analysis.
Positions of all 53 atoms, in Å:
C 0.88872 3.13919 1.12652  -0.649
C -0.48740 2.86292 0.60133  -0.006
C -1.55692 3.66368 0.98657  -0.231
C -2.81642 3.44227 0.46468  -0.178
C -3.02702 2.42195 -0.44791  -0.268
C -1.97832 1.59434 -0.82957  -0.016
C -2.16397 0.48257 -1.83187  -0.448
C -3.54564 -0.18652 -1.78693  -0.232
N -3.96859 -0.60513 -0.47395  -0.862
S -3.49900 -2.09789 0.07391  2.325
O -4.13316 -2.27205 1.34575  -0.934
O -3.74643 -3.03789 -0.97837  -0.945
C -1.73137 -1.99158 0.33757  -0.354
C -0.87334 -2.68089 -0.49248  -0.177
C 0.50207 -2.58566 -0.32654  -0.259
C 0.99577 -1.77521 0.68810  0.163
C 0.10512 -1.12311 1.55670  0.054
C -1.25582 -1.21456 1.38175  -0.197
C 0.86205 -0.37576 2.60857  -0.458
C 2.30825 -0.81179 2.36392  -0.200
N 2.30406 -1.50817 1.07175  -0.432
C 3.51424 -1.66623 0.46642  0.689
O 4.53053 -1.38701 1.07248  -0.597
C 3.58017 -2.10793 -0.98671  -0.484
C 2.93388 -1.06232 -1.91203  -0.509
C 3.40769 0.30379 -1.47382  0.806
O 2.83419 1.00011 -0.67775  -0.615
O 4.55807 0.64521 -2.04474  -0.675
C -0.71717 1.82578 -0.29086  -0.175
H 1.20548 4.13631 0.82166  0.222
H 0.89994 3.11532 2.21619  0.212
H 1.60339 2.41906 0.73910  0.241
H -1.39538 4.46875 1.68893  0.210
H -3.64165 4.07380 0.75990  0.212
H -4.01244 2.28515 -0.86621  0.209
H -2.02079 0.88653 -2.83913  0.224
H -1.38824 -0.26877 -1.66865  0.216
H -3.54138 -1.09420 -2.39314  0.236
H -4.30579 0.48828 -2.19194  0.201
H -3.90914 0.10636 0.23773  0.408
H -1.29789 -3.29924 -1.26734  0.247
H 1.14171 -3.16347 -0.97052  0.218
H -1.94963 -0.71916 2.04177  0.238
H 0.73559 0.69824 2.46902  0.231
H 0.51858 -0.63109 3.61038  0.230
H 2.67025 -1.49846 3.13482  0.206
H 3.00716 0.02413 2.30286  0.231
H 4.64292 -2.18719 -1.22468  0.250
H 3.12683 -3.08740 -1.12933  0.228
H 3.24225 -1.24309 -2.94108  0.240
H 1.84692 -1.09252 -1.83590  0.239
H 4.88455 1.49168 -1.70002  0.503
H 0.11254 1.19883 -0.58688  0.209

Atoms 1-3, force components in eV/Å:
0.015 0.015 -0.002
-0.011 0.005 0.013
-0.045 -0.024 -0.028

---

[3]
Here is C21H24N2O6 in the gas phase at a distorted geometry from OMol25. Energies are from ωB97M-V with the def2-TZVPD basis set.

Values from the calculation:
Energy above the lowest of the compared OMol25 structures with the same formula, charge and spin (kcal per mole): 39.80
Orbital gap (eV): 8.66
F_max (eV/A): 1.3

Each line ends with the natural charge from an NBO analysis.
Positions of all 53 atoms, in Å:
C -2.10288 -1.73960 -2.23334  -0.248
O -1.70802 -1.70985 -0.88461  -0.521
C -0.36486 -1.73949 -0.59560  0.213
C 0.62896 -1.67359 -1.56426  -0.284
C 1.97103 -1.71172 -1.23137  -0.211
C 2.36436 -1.78244 0.09584  -0.029
C 3.81758 -1.83715 0.48658  -0.418
C 4.62738 -0.66355 -0.08636  -0.219
N 3.95961 0.60400 0.12831  -0.435
C 3.92128 1.11212 1.48365  -0.434
C 3.40872 1.22024 -0.93210  0.680
O 3.52983 0.81225 -2.07631  -0.652
C 2.53530 2.44863 -0.66428  -0.313
N 1.15682 2.01888 -0.56316  -0.599
C 0.49154 1.96822 0.61406  0.670
O 1.00662 2.31541 1.66469  -0.645
C -0.92086 1.50627 0.54365  -0.156
C -1.50101 1.07089 1.72955  -0.144
C -2.82360 0.65228 1.79422  -0.261
C -3.54197 0.68575 0.62346  0.241
C -2.97149 1.13355 -0.56988  0.295
C -1.66838 1.55127 -0.64168  -0.263
O -3.90959 1.07820 -1.56964  -0.496
C -5.08847 0.59432 -0.96548  0.238
O -4.84514 0.33524 0.39950  -0.477
C 1.37592 -1.83478 1.06576  -0.262
C 0.02190 -1.84268 0.75163  0.327
O -0.82293 -1.93090 1.82344  -0.521
C -2.05161 -2.60974 1.67855  -0.244
H -3.18997 -1.80478 -2.21910  0.195
H -1.80905 -0.82807 -2.76312  0.177
H -1.69800 -2.61349 -2.75382  0.181
H 0.36157 -1.59434 -2.60588  0.220
H 2.70495 -1.66853 -2.01971  0.227
H 4.26288 -2.76458 0.11738  0.221
H 3.88988 -1.84536 1.57543  0.202
H 5.62062 -0.63608 0.37269  0.196
H 4.74158 -0.77623 -1.16572  0.241
H 4.30019 0.34484 2.15301  0.206
H 4.55913 1.99532 1.58142  0.195
H 2.90894 1.36938 1.79609  0.252
H 2.78974 2.97898 0.25123  0.238
H 2.63232 3.11761 -1.52498  0.221
H 0.78658 1.54280 -1.36964  0.406
H -0.88947 1.06402 2.61759  0.243
H -3.26684 0.31222 2.71444  0.232
H -1.26865 1.92327 -1.57064  0.223
H -5.88840 1.34676 -1.06117  0.160
H -5.40714 -0.33457 -1.46544  0.155
H 1.63259 -1.89654 2.11235  0.221
H -1.91796 -3.56430 1.16172  0.176
H -2.39949 -2.79569 2.69462  0.186
H -2.79036 -2.01075 1.14363  0.190

Atoms 1-3, force components in eV/Å:
-0.045 -0.013 -0.178
0.346 -0.011 0.389
-0.202 -0.044 0.103

---

[4]
Here is 2 unconnected molecules or ions with the total composition C21H24O5 at a distorted geometry from OMol25. Energies are from ωB97M-V with the def2-TZVPD basis set.

Values from the calculation:
Energy above the lowest of the compared OMol25 structures with the same formula, charge and spin (kcal per mole): 93.69
Orbital gap (eV): 2.70
F_max (eV/A): 3.2

Each line ends with the natural charge from an NBO analysis.
Positions of all 50 atoms, in Å:
C 3.94545 2.69449 -0.52568  -0.624
C 2.46773 2.63124 -0.20150  -0.065
O 2.10182 1.41276 0.40003  -0.516
C 0.74093 1.33362 0.57529  0.758
C 0.19207 0.10148 1.15517  -0.399
C 1.00184 -1.11426 1.13367  0.759
O 0.69602 -2.08845 1.80854  -0.680
O 2.12955 -1.10616 0.35470  -0.524
C 2.95901 -2.19775 0.66958  -0.077
C 4.42062 -1.84815 0.51081  -0.622
C -1.06621 0.11483 1.82530  -0.065
C -1.68466 -1.06954 2.28163  -0.192
C -2.81297 -1.04206 3.04352  -0.270
C -3.41041 0.17710 3.41817  0.278
O -4.50397 0.14567 4.25787  -0.502
C -4.91404 1.40164 4.75278  -0.248
C -2.84648 1.36120 2.90805  -0.335
C -1.72143 1.32565 2.13956  -0.146
O 0.00259 2.26993 0.29579  -0.698
H 4.21502 3.63780 -1.00425  0.210
H 4.54381 2.58544 0.37892  0.213
H 4.22440 1.87957 -1.19337  0.201
H 2.16922 3.43207 0.48822  0.184
H 1.85003 2.73401 -1.10502  0.164
H 2.74159 -2.48820 1.70829  0.209
H 2.65402 -3.03023 0.02330  0.160
H 5.06653 -2.69004 0.76631  0.209
H 4.63320 -1.54567 -0.51422  0.195
H 4.68163 -1.00369 1.15077  0.213
H -1.22415 -2.01099 2.04218  0.247
H -3.25340 -1.95844 3.39447  0.210
H -5.73187 1.23789 5.45674  0.190
H -4.08779 1.88412 5.27819  0.177
H -5.26521 2.03398 3.93582  0.168
H -3.32251 2.30220 3.11261  0.205
H -1.29255 2.24220 1.77749  0.232
C -0.68080 0.09632 -2.86224  -0.079
C -1.82873 -0.67188 -2.91716  -0.120
C -2.15360 -1.66956 -3.81675  -0.154
C -1.41103 -2.15429 -4.87719  -0.129
C -0.16341 -1.74803 -5.31296  -0.148
C 0.64378 -0.75362 -4.79431  -0.133
C 0.41447 0.06563 -3.70459  -0.137
H -0.62224 0.80458 -2.04857  0.260
H -2.56048 -0.47392 -2.14782  0.250
H -3.10964 -2.14867 -3.66041  0.235
H -1.85854 -2.96664 -5.43111  0.232
H 0.23926 -2.28627 -6.15863  0.231
H 1.58874 -0.60581 -5.29622  0.231
H 1.20281 0.76691 -3.47174  0.241

Atoms 1-3, force components in eV/Å:
-0.005 -0.503 0.233
-0.260 0.938 -0.286
-0.450 -0.232 0.124

---

[5]
Here is C21H24O6 in the gas phase from OMol25. Energies are from ωB97M-V with the def2-TZVPD basis set.

Values from the calculation:
Energy above the lowest of the compared OMol25 structures with the same formula, charge and spin (kcal per mole): 44.37
Orbital gap (eV): 7.91
F_max (eV/A): 0.8

Each line ends with the natural charge from an NBO analysis.
Positions of all 51 atoms, in Å:
C -2.91295 -3.83101 1.50256  -0.639
C -4.04108 -3.48630 0.53336  -0.060
O -3.65104 -2.54623 -0.44459  -0.502
C -3.52255 -1.22739 -0.10351  0.275
C -3.00574 -0.39938 -1.09743  -0.251
C -2.82351 0.95218 -0.88866  -0.212
C -3.16804 1.51510 0.33422  0.255
O -3.07943 2.84641 0.66602  -0.501
C -2.34599 3.73193 -0.14003  -0.077
C -0.83584 3.64224 0.11368  -0.093
O -0.33195 2.51719 -0.56959  -0.491
C 0.92451 2.08864 -0.29677  0.276
C 1.84892 2.76240 0.48542  -0.299
C 3.10759 2.22979 0.70140  -0.169
C 3.47503 1.00868 0.14240  -0.110
C 4.79906 0.49146 0.39860  -0.083
C 5.31828 -0.66699 -0.03761  -0.347
C 6.67662 -1.10200 0.27478  0.752
O 7.16494 -2.14142 -0.10457  -0.597
O 7.37472 -0.23726 1.04022  -0.697
C 2.53921 0.32992 -0.65222  -0.278
C 1.28170 0.84780 -0.88342  0.344
O 0.31919 0.28901 -1.66032  -0.502
C 0.48122 -1.03141 -2.13844  -0.061
C 0.27193 -2.07998 -1.05059  -0.644
C -3.69701 0.69389 1.32474  -0.225
C -3.87148 -0.66146 1.11756  -0.295
H -2.59783 -2.95151 2.05887  0.213
H -2.05716 -4.21281 0.95122  0.214
H -3.24995 -4.59040 2.20283  0.214
H -4.92853 -3.13808 1.07644  0.168
H -4.31915 -4.37448 -0.04146  0.192
H -2.74791 -0.84087 -2.04671  0.217
H -2.38938 1.53937 -1.67955  0.221
H -2.54999 3.58416 -1.20513  0.184
H -2.69015 4.72770 0.15392  0.200
H -0.66695 3.54728 1.19426  0.190
H -0.35138 4.55985 -0.24898  0.179
H 1.59698 3.71196 0.93037  0.223
H 3.81220 2.77098 1.31462  0.212
H 5.42913 1.12196 1.01287  0.221
H 4.77108 -1.36478 -0.65230  0.217
H 8.25977 -0.59912 1.19817  0.499
H 2.82251 -0.61264 -1.08827  0.215
H -0.29176 -1.13402 -2.90430  0.194
H 1.45898 -1.15366 -2.62169  0.170
H 1.00688 -1.96920 -0.25671  0.211
H 0.36179 -3.07417 -1.47986  0.216
H -0.72039 -1.96601 -0.62230  0.225
H -3.97155 1.13842 2.26870  0.220
H -4.28356 -1.25576 1.91782  0.217

Atoms 1-3, force components in eV/Å:
-0.220 0.208 -0.296
0.035 -0.281 0.316
0.087 0.198 -0.189